1.
A molecular structure, C2H3FOYb at a distorted geometry, computed with ωB97M-V/def2-TZVPD.

Structure (XYZ):
```
8
Properties=species:S:1:pos:R:3:lowdin_charge:R:1
H 0.403 1.341 0.266 0.23
O -0.429 0.639 -0.142 -0.35
C -0.177 -0.582 0.569 -0.14
C 1.218 -0.108 0.531 0.03
Yb -1.808 1.057 -2.093 1.85
H -0.367 -1.461 -0.063 0.14
H -0.605 -0.584 1.582 0.15
F 1.764 -0.303 -0.650 0.10
```

Summary:
2S+1 = 3
Electronic energy = -38392.32070 eV
LUMO energy (spin up / spin down) = -10.69 / -10.94 eV
Frontier orbital gap (spin up / spin down) = 0.1943 / 0.3424 hartree
Charge = +2
HOMO level (spin up / spin down) = -16.0 / -20.3 eV
Max |F| = 0.1185 hartree/bohr

---

2.
A single C2H3FS2 molecule at a distorted geometry, computed with ωB97M-V/def2-TZVPD.

Structure (XYZ):
```
8
Properties=species:S:1:pos:R:3:lowdin_charge:R:1
F 1.944 -0.260 -0.348 -0.10
C 0.702 -0.827 0.025 -0.28
C -0.415 0.189 -0.126 -1.32
S -1.973 -0.235 -0.257 0.64
S 0.054 1.797 -0.191 0.77
H 0.563 -1.005 1.147 0.14
H 0.495 -1.754 -0.625 0.14
H -1.370 2.094 0.376 0.01
```

Summary:
2S+1 = 1
Electronic energy = -26508.91888 eV
ΔE to the lowest compared entry with this formula, charge and spin = 0.936 eV
LUMO energy = -0.58 eV
SMILES = FCC(=S)S
Frontier orbital gap = 0.3072 hartree
Charge = 0
HOMO level = -8.9 eV
Max |F| = 0.0715 hartree/bohr

---

3.
A molecular structure, C2H3GdO3 at a distorted geometry, computed with ωB97M-V/def2-TZVPD.

Structure (XYZ):
```
9
Properties=species:S:1:pos:R:3:lowdin_charge:R:1
O -1.210 -1.285 -0.287 -0.15
C -0.034 -0.700 -0.136 -0.36
C 0.914 0.224 0.538 -0.24
O -0.970 0.832 -1.926 -0.69
Gd -2.003 1.268 -0.191 1.57
H 1.512 -0.291 1.306 0.13
H 1.445 0.951 -0.090 0.12
O -0.311 0.531 1.181 -0.47
H 0.659 -1.531 -0.395 0.10
```

Summary:
2S+1 = 8
Electronic energy = -29093.39103 eV
LUMO energy (spin up / spin down) = -1.37 / -1.25 eV
Frontier orbital gap (spin up / spin down) = 0.2359 / 0.2419 hartree
Charge = 0
HOMO level (spin up / spin down) = -7.8 / -7.8 eV
Max |F| = 0.1854 hartree/bohr

---

4.
A molecular structure, C2H3GdO3 at a distorted geometry, computed with ωB97M-V/def2-TZVPD.

Structure (XYZ):
```
9
Properties=species:S:1:pos:R:3:lowdin_charge:R:1
C 2.248 0.720 -0.858 0.13
O 1.204 0.901 -0.063 -0.36
H 3.177 1.254 -0.617 0.12
H 2.297 -0.199 -1.477 0.12
O -2.851 -0.492 -0.349 -0.23
C -2.778 -1.586 0.279 -0.52
O -1.900 -1.730 1.175 -0.23
Gd -0.835 0.234 0.541 1.81
H -3.604 -2.315 0.202 0.16
```

Summary:
2S+1 = 9
Electronic energy = -29092.97768 eV
ΔE to the lowest compared entry with this formula, charge and spin = 0.000 eV
LUMO energy (spin up / spin down) = -6.12 / -6.12 eV
Frontier orbital gap (spin up / spin down) = 0.2178 / 0.3210 hartree
Charge = +1
HOMO level (spin up / spin down) = -12.1 / -14.9 eV
Max |F| = 0.1394 hartree/bohr

---

5.
2 unconnected molecules or ions with the total composition C2H3I at a distorted geometry, computed with ωB97M-V/def2-TZVPD.

Structure (XYZ):
```
6
Properties=species:S:1:pos:R:3:lowdin_charge:R:1
C -2.973 -0.836 0.453 -0.01
C -2.036 -0.106 0.214 -0.01
H -3.788 -1.582 0.612 0.04
H -1.125 0.369 0.213 -0.02
I 2.988 -0.067 0.014 0.32
H 4.124 1.073 -0.333 -0.32
```

Summary:
2S+1 = 1
Electronic energy = -10220.64333 eV
ΔE to the lowest compared entry with this formula, charge and spin = 1.685 eV
LUMO energy = 0.43 eV
SMILES = C#C.I
Frontier orbital gap = 0.3907 hartree
Charge = 0
HOMO level = -10.2 eV
Max |F| = 0.0631 hartree/bohr

---

6.
2 unconnected molecules or ions with the total composition C2H3I2NS at a distorted geometry, computed with ωB97M-V/def2-TZVPD.

Structure (XYZ):
```
9
Properties=species:S:1:pos:R:3:lowdin_charge:R:1
C -1.511 0.124 -0.639 -0.28
N -1.785 -0.423 0.411 -0.49
I -1.663 -2.495 0.692 0.63
H -1.423 1.193 -0.402 0.08
H -1.499 -0.215 -1.662 0.07
S 2.302 -1.019 -0.504 0.62
C 1.777 0.188 0.361 -1.22
I 2.599 2.227 0.411 0.61
H 1.203 0.421 1.332 -0.02
```

Summary:
2S+1 = 1
Electronic energy = -30646.06430 eV
ΔE to the lowest compared entry with this formula, charge and spin = 1.993 eV
LUMO energy = -1.07 eV
SMILES = C=NI.S=CI
Frontier orbital gap = 0.2983 hartree
Charge = 0
HOMO level = -9.2 eV
Max |F| = 0.0879 hartree/bohr

---

7.
A molecular structure, C2H3I3O at a distorted geometry, computed with ωB97M-V/def2-TZVPD.

Structure (XYZ):
```
9
Properties=species:S:1:pos:R:3:lowdin_charge:R:1
C 0.703 -0.060 -0.230 -0.82
C -0.283 1.016 -0.637 -1.34
O 0.493 -0.050 1.701 -0.28
I 2.763 0.068 -0.538 0.87
I 0.089 2.941 0.159 0.79
I -2.323 0.352 -0.396 0.77
H 0.456 -1.063 -0.331 0.00
H -0.273 1.175 -1.798 0.04
H 1.351 -0.158 2.104 -0.02
```

Summary:
2S+1 = 1
Electronic energy = -28469.34091 eV
ΔE to the lowest compared entry with this formula, charge and spin = 1.931 eV
LUMO energy = -0.58 eV
Frontier orbital gap = 0.3267 hartree
Charge = 0
HOMO level = -9.5 eV
Max |F| = 0.0987 hartree/bohr

---

8.
2 unconnected molecules or ions with the total composition C2H3I3O at a distorted geometry, computed with ωB97M-V/def2-TZVPD.

Structure (XYZ):
```
9
Properties=species:S:1:pos:R:3:lowdin_charge:R:1
I 0.980 -0.157 -2.757 0.76
C -0.136 -0.421 -0.990 -0.88
C -1.181 0.251 -0.604 -0.81
I -2.317 -0.287 1.038 0.85
H -0.069 -1.495 -0.525 0.07
H -1.414 1.125 -1.130 0.01
O 0.951 -0.092 1.532 -0.86
I 2.121 1.318 0.950 0.87
H 1.065 -0.241 2.485 0.00
```

Summary:
2S+1 = 1
Electronic energy = -28469.61534 eV
ΔE to the lowest compared entry with this formula, charge and spin = 1.656 eV
LUMO energy = -0.52 eV
SMILES = I/C=C/I.OI
Frontier orbital gap = 0.3062 hartree
Charge = 0
HOMO level = -8.9 eV
Max |F| = 0.0832 hartree/bohr

---

9.
2 unconnected molecules or ions with the total composition C2H3I3O at a distorted geometry, computed with ωB97M-V/def2-TZVPD.

Structure (XYZ):
```
9
Properties=species:S:1:pos:R:3:lowdin_charge:R:1
O 2.154 0.704 -0.600 -0.02
C 1.037 0.563 0.151 -0.36
C 0.402 -0.579 0.451 -0.54
I 1.354 -2.422 -0.203 0.70
H 2.723 1.453 -0.502 0.10
H 0.593 1.363 0.746 0.11
H -0.304 -0.570 1.214 0.00
I -4.314 0.328 0.501 -0.01
I -3.645 -0.840 -1.758 0.01
```

Summary:
2S+1 = 1
Electronic energy = -28470.97463 eV
ΔE to the lowest compared entry with this formula, charge and spin = 0.297 eV
LUMO energy = -1.56 eV
SMILES = O/C=C\I.II
Frontier orbital gap = 0.2634 hartree
Charge = 0
HOMO level = -8.7 eV
Max |F| = 0.0744 hartree/bohr

---

10.
A single C2H3I3O2 molecule at a distorted geometry, computed with ωB97M-V/def2-TZVPD.

Structure (XYZ):
```
10
Properties=species:S:1:pos:R:3:lowdin_charge:R:1
C -0.555 -0.094 -0.852 -0.73
C -0.038 0.562 0.329 -0.96
O 0.219 -0.559 -1.816 -0.20
O -0.833 0.904 1.331 -0.09
I -1.653 -2.008 0.214 0.49
I 1.857 1.302 0.134 0.96
I 2.683 -1.986 0.078 0.27
H -1.356 0.600 -1.191 0.13
H 1.141 -1.106 -1.496 -0.02
H -0.457 1.034 2.248 0.15
```

Summary:
2S+1 = 3
Electronic energy = -30516.18325 eV
ΔE to the lowest compared entry with this formula, charge and spin = 0.000 eV
LUMO energy (spin up / spin down) = -0.36 / -3.37 eV
Frontier orbital gap (spin up / spin down) = 0.2673 / 0.2008 hartree
Charge = 0
HOMO level (spin up / spin down) = -7.6 / -8.8 eV
Max |F| = 0.0777 hartree/bohr

---

11.
2 unconnected molecules or ions with the total composition C2H3IN2 at a distorted geometry, computed with ωB97M-V/def2-TZVPD.

Structure (XYZ):
```
8
Properties=species:S:1:pos:R:3:lowdin_charge:R:1
C -1.596 -0.913 -0.060 -0.01
C 1.425 1.058 0.637 -0.59
N -0.908 0.030 -0.551 -0.15
N -0.169 0.864 -0.846 0.14
I 2.974 -0.227 0.086 0.58
H -2.130 -0.898 0.915 0.09
H -1.458 -1.911 -0.316 0.05
H 1.862 1.997 0.136 -0.11
```

Summary:
2S+1 = 1
Electronic energy = -13197.26636 eV
ΔE to the lowest compared entry with this formula, charge and spin = 4.549 eV
LUMO energy = -0.63 eV
Frontier orbital gap = 0.2841 hartree
Charge = 0
HOMO level = -8.4 eV
Max |F| = 0.0443 hartree/bohr

---

12.
A molecular structure, C2H3IN2 at a distorted geometry, computed with ωB97M-V/def2-TZVPD.

Structure (XYZ):
```
8
Properties=species:S:1:pos:R:3:lowdin_charge:R:1
C -0.201 -1.549 0.006 -0.62
C 0.135 1.310 -0.200 -0.43
N -1.404 -1.446 0.031 -0.26
N 0.956 -1.321 -0.157 0.14
I -1.913 0.718 -0.048 1.19
H 0.416 1.598 0.792 -0.08
H 0.450 1.856 -1.087 -0.04
H 1.563 -1.167 0.663 0.09
```

Summary:
2S+1 = 1
Electronic energy = -13198.73854 eV
ΔE to the lowest compared entry with this formula, charge and spin = 3.077 eV
LUMO energy (spin up / spin down) = -0.93 / -0.93 eV
Frontier orbital gap (spin up / spin down) = 0.2813 / 0.2816 hartree
Charge = 0
HOMO level (spin up / spin down) = -8.6 / -8.6 eV
Max |F| = 0.0925 hartree/bohr

---

13.
A gas-phase ion, C2H3INO2 (charge +1) at a distorted geometry, computed with ωB97M-V/def2-TZVPD.

Structure (XYZ):
```
9
Properties=species:S:1:pos:R:3:lowdin_charge:R:1
C 1.244 0.239 -0.131 0.04
N -0.120 0.478 -0.095 -0.16
O -0.646 1.472 0.279 0.08
C -1.304 -0.884 -0.001 -0.75
O -0.843 -1.922 0.202 0.15
I -3.100 0.073 -0.113 1.22
H 1.663 1.013 0.583 0.16
H 1.906 0.305 -0.976 0.14
H 1.198 -0.775 0.251 0.11
```

Summary:
2S+1 = 1
Electronic energy = -15796.67164 eV
ΔE to the lowest compared entry with this formula, charge and spin = 1.398 eV
LUMO energy = -7.13 eV
SMILES = C[N+](=O)C(=O)I
Frontier orbital gap = 0.2922 hartree
Charge = +1
HOMO level = -15.1 eV
Max |F| = 0.0681 hartree/bohr

---

14.
A molecular structure, C2H3INO3 at a distorted geometry, computed with ωB97M-V/def2-TZVPD.

Structure (XYZ):
```
10
Properties=species:S:1:pos:R:3:lowdin_charge:R:1
C -1.115 -0.379 0.141 -0.10
C -0.909 0.910 -0.461 -0.34
N 2.866 -1.079 0.289 0.04
O -0.847 -1.282 0.753 0.36
O -1.954 1.760 -0.688 -0.63
O 2.087 -1.955 0.025 -0.05
I -3.543 1.166 0.322 1.26
H -0.224 0.842 -1.383 0.20
H -0.080 1.328 0.294 0.23
H 3.720 -1.312 0.707 0.04
```

Summary:
2S+1 = 1
Electronic energy = -17842.13029 eV
ΔE to the lowest compared entry with this formula, charge and spin = 1.326 eV
LUMO energy = -6.72 eV
Frontier orbital gap = 0.2250 hartree
Charge = +1
HOMO level = -12.8 eV
Max |F| = 0.0892 hartree/bohr

---

15.
2 unconnected molecules or ions with the total composition C2H3INOS at a distorted geometry, computed with ωB97M-V/def2-TZVPD.

Structure (XYZ):
```
9
Properties=species:S:1:pos:R:3:lowdin_charge:R:1
C 2.447 -0.129 -0.019 -0.08
C 1.199 -0.083 0.085 -0.23
N 3.737 -0.137 0.056 0.22
O -0.962 -1.053 0.324 -0.37
S -0.416 0.183 -0.085 1.15
I -6.744 0.185 0.128 0.38
H 4.317 0.627 -0.241 0.15
H 4.089 -1.032 -0.242 0.15
H -7.666 1.439 -0.007 -0.38
```

Summary:
2S+1 = 1
Electronic energy = -24584.60569 eV
ΔE to the lowest compared entry with this formula, charge and spin = 0.849 eV
LUMO energy = -7.64 eV
Frontier orbital gap = 0.1557 hartree
Charge = +1
HOMO level = -11.9 eV
Max |F| = 0.0530 hartree/bohr

---

16.
A single C2H3IO molecule at a distorted geometry, computed with ωB97M-V/def2-TZVPD.

Structure (XYZ):
```
7
Properties=species:S:1:pos:R:3:lowdin_charge:R:1
C 0.590 -0.305 0.009 -0.15
C -0.576 0.516 -0.003 -0.87
O -0.651 1.735 0.030 0.00
I -2.410 -0.640 0.006 0.76
H 1.179 -0.299 0.931 0.11
H 1.343 0.251 -0.448 0.07
H 0.526 -1.258 -0.525 0.08
```

Summary:
2S+1 = 1
Electronic energy = -12270.12664 eV
ΔE to the lowest compared entry with this formula, charge and spin = 0.270 eV
LUMO energy = 0.40 eV
SMILES = CC(=O)I
Frontier orbital gap = 0.3724 hartree
Charge = 0
HOMO level = -9.7 eV
Max |F| = 0.0865 hartree/bohr

---

17.
A single C2H3IO2S molecule at a distorted geometry, computed with ωB97M-V/def2-TZVPD.

Structure (XYZ):
```
9
Properties=species:S:1:pos:R:3:lowdin_charge:R:1
C 1.454 0.359 0.236 0.00
C 0.440 0.470 -0.546 -0.24
S -0.820 -0.755 0.006 0.41
O -0.631 -1.213 1.309 -0.33
O -1.073 -1.618 -1.079 -0.33
I -2.980 1.007 0.082 0.27
H 2.284 0.931 0.232 0.04
H 1.187 -0.312 1.119 0.09
H 0.139 1.131 -1.360 0.09
```

Summary:
2S+1 = 1
Electronic energy = -25150.95018 eV
ΔE to the lowest compared entry with this formula, charge and spin = 0.761 eV
LUMO energy = -1.71 eV
SMILES = C=CS(=O)(=O)I
Frontier orbital gap = 0.2939 hartree
Charge = 0
HOMO level = -9.7 eV
Max |F| = 0.0924 hartree/bohr

---

18.
2 unconnected molecules or ions with the total composition C2H3IOS at a distorted geometry, computed with ωB97M-V/def2-TZVPD.

Structure (XYZ):
```
8
Properties=species:S:1:pos:R:3:lowdin_charge:R:1
C -0.143 0.062 -0.987 -0.64
C 0.315 -0.432 0.284 -0.35
O -0.667 -1.196 0.998 -0.07
S -1.206 0.066 -2.113 0.84
I 1.325 3.065 -0.638 -0.08
H 0.722 0.157 1.059 0.10
H 0.952 -1.160 -0.003 0.09
H -1.298 -0.563 1.399 0.11
```

Summary:
2S+1 = 1
Electronic energy = -23102.68104 eV
ΔE to the lowest compared entry with this formula, charge and spin = 3.119 eV
LUMO energy (spin up / spin down) = -1.34 / -2.72 eV
Frontier orbital gap (spin up / spin down) = 0.2903 / 0.1945 hartree
Charge = 0
HOMO level (spin up / spin down) = -9.2 / -8.0 eV
Max |F| = 0.0738 hartree/bohr

---

19.
2 unconnected molecules or ions with the total composition C2H3IS at a distorted geometry, computed with ωB97M-V/def2-TZVPD.

Structure (XYZ):
```
7
Properties=species:S:1:pos:R:3:lowdin_charge:R:1
C -0.883 -1.162 -0.419 -0.14
C -0.791 -0.393 -1.320 -0.80
I -0.118 1.313 -2.173 0.87
H -1.558 -1.956 0.096 0.10
S 0.777 1.067 1.043 0.23
H 0.695 -0.276 0.561 -0.21
H 1.877 1.409 2.213 -0.05
```

Summary:
2S+1 = 1
Electronic energy = -21053.91587 eV
ΔE to the lowest compared entry with this formula, charge and spin = 3.560 eV
LUMO energy = -0.04 eV
SMILES = C#CI.S
Frontier orbital gap = 0.3267 hartree
Charge = 0
HOMO level = -8.9 eV
Max |F| = 0.1164 hartree/bohr

---

20.
A molecular structure, C2H3KMgO2 at a distorted geometry, computed with ωB97M-V/def2-TZVPD.

Structure (XYZ):
```
9
Properties=species:S:1:pos:R:3:lowdin_charge:R:1
H -3.404 -1.217 -0.170 0.09
O 2.227 -0.473 -0.814 -0.23
C 1.412 -1.452 -0.783 -0.31
C 0.086 -1.237 -0.318 -0.34
O -0.219 -0.061 0.145 -0.40
K -2.931 0.822 0.719 0.85
Mg 1.389 1.124 -0.030 1.12
H 1.748 -2.458 -1.061 0.12
H -0.580 -2.079 -0.103 0.10
```

Summary:
2S+1 = 2
Electronic energy = -27978.10516 eV
ΔE to the lowest compared entry with this formula, charge and spin = 2.913 eV
LUMO energy (spin up / spin down) = -5.21 / -5.62 eV
Frontier orbital gap (spin up / spin down) = 0.1570 / 0.1414 hartree
Charge = +1
HOMO level (spin up / spin down) = -9.5 / -9.5 eV
Max |F| = 0.0721 hartree/bohr